[1]
Computed, not measured: 2 unconnected molecules or ions with the total composition C4H10O, with the ωB97M-V functional and the def2-TZVPD basis.

Element x y z (Å)
C (-1.171, -0.653, 1.648)
C (-0.702, 0.078, 0.635)
O (-0.766, -0.402, -0.625)
C (0.073, 0.196, -1.594)
C (1.415, -0.507, -1.610)
H (-0.241, 1.098, 2.857)
H (-1.381, -1.703, 1.491)
H (-1.473, -0.236, 2.596)
H (-0.440, 1.784, 2.642)
H (-0.261, 1.076, 0.727)
H (0.177, 1.276, -1.402)
H (-0.460, 0.073, -2.541)
H (2.035, -0.166, -2.443)
H (1.248, -1.584, -1.709)
H (1.949, -0.330, -0.671)

The HOMO-LUMO gap comes out at 9.878 eV. The calculation puts the molecular weight at 74.1 g/mol. For the LUMO energy, the calculation gives 1.16 eV. The structure (SMILES) is C=COCC.[H][H]. For the total energy, the calculation gives -6355.355 eV. As for the energy above the lowest of the compared OMol25 structures with the same formula, charge and spin: 236.2 kJ/mol.

These are the natural (NBO) partial charges, in e, on atoms 1 to 4: atom 1 (C): -0.518, atom 2 (C): 0.140, atom 3 (O): -0.509, atom 4 (C): -0.060


[2]
Computed, not measured: a single C4H10O2 molecule at a distorted geometry, with the ωB97M-V functional and the def2-TZVPD basis.

Element x y z (Å)
C (-1.741, -0.764, 0.194)
C (-0.506, 0.131, -0.068)
C (0.696, -0.590, -0.728)
O (1.641, 0.470, -1.473)
C (0.118, 0.812, 1.148)
O (1.414, 1.253, 0.764)
H (-2.100, -1.240, -0.728)
H (-1.540, -1.556, 0.926)
H (-2.578, -0.166, 0.588)
H (-0.801, 0.907, -0.777)
H (0.426, -1.146, -1.604)
H (1.154, -1.262, 0.049)
H (2.576, 0.183, -1.584)
H (-0.503, 1.644, 1.540)
H (0.177, 0.083, 1.996)
H (1.567, 1.238, -0.246)

The HOMO-LUMO gap comes out at 10.276 eV. The calculation puts the molecular weight at 90.1 g/mol. For the LUMO energy, the calculation gives 0.85 eV. The structure (SMILES) is CC(CO)CO. For the total energy, the calculation gives -8403.643 eV. As for the energy above the lowest of the compared OMol25 structures with the same formula, charge and spin: 183.7 kJ/mol.

These are the natural (NBO) partial charges, in e, on atoms 1 to 4: atom 1 (C): -0.608, atom 2 (C): -0.283, atom 3 (C): -0.053, atom 4 (O): -0.769


[3]
Computed, not measured: a single C4H10O2 molecule at a distorted geometry, with the ωB97M-V functional and the def2-TZVPD basis.

Element x y z (Å)
C (0.604, 1.735, 0.877)
C (-0.194, 0.559, 0.326)
O (-0.720, 0.885, -0.974)
C (0.563, -0.766, 0.275)
C (-0.315, -1.955, -0.322)
O (0.019, -1.804, -1.685)
H (-0.041, 2.615, 0.961)
H (1.007, 1.504, 1.867)
H (1.452, 1.998, 0.226)
H (-1.074, 0.382, 0.947)
H (-0.089, 1.459, -1.431)
H (1.008, -1.036, 1.231)
H (1.438, -0.571, -0.394)
H (-1.440, -2.006, -0.287)
H (-0.044, -2.965, 0.041)
H (-0.284, -0.885, -1.801)

The HOMO-LUMO gap comes out at 10.566 eV. The calculation puts the molecular weight at 90.1 g/mol. For the LUMO energy, the calculation gives 0.91 eV. The structure (SMILES) is C[C@@H](O)CCO. For the total energy, the calculation gives -8404.259 eV. As for the energy above the lowest of the compared OMol25 structures with the same formula, charge and spin: 124.3 kJ/mol.

These are the natural (NBO) partial charges, in e, on atoms 1 to 4: atom 1 (C): -0.638, atom 2 (C): 0.095, atom 3 (O): -0.738, atom 4 (C): -0.452


[4]
Computed, not measured: 2 unconnected molecules or ions with the total composition C4H10O2 at a distorted geometry, with the ωB97M-V functional and the def2-TZVPD basis.

Element x y z (Å)
C (-0.402, -0.855, -1.927)
C (-0.475, -0.191, -0.540)
C (-1.677, -0.720, 0.263)
H (-0.230, -1.927, -1.788)
H (0.395, -0.430, -2.536)
H (-1.327, -0.757, -2.473)
H (-0.535, 0.876, -0.710)
H (0.419, -0.488, 0.008)
H (-1.814, -1.793, 0.102)
H (-1.424, -0.726, 1.312)
H (-2.550, -0.091, 0.120)
O (1.601, 2.630, 1.167)
C (1.482, 1.523, 1.586)
O (2.564, 0.752, 1.889)
H (0.614, 0.897, 1.801)
H (3.358, 1.300, 1.726)

The HOMO-LUMO gap comes out at 11.900 eV. The calculation puts the molecular weight at 90.1 g/mol. For the LUMO energy, the calculation gives 0.82 eV. The structure (SMILES) is O=CO.CCC. For the total energy, the calculation gives -8404.992 eV. As for the energy above the lowest of the compared OMol25 structures with the same formula, charge and spin: 53.5 kJ/mol.

These are the natural (NBO) partial charges, in e, on atoms 1 to 4: atom 1 (C): -0.598, atom 2 (C): -0.401, atom 3 (C): -0.615, atom 4 (H): 0.197


[5]
Computed, not measured: a single C4H10O2 molecule, with the ωB97M-V functional and the def2-TZVPD basis.

Element x y z (Å)
C (2.322, -0.853, -0.411)
O (1.375, -0.182, 0.384)
C (0.317, 0.408, -0.346)
C (-0.879, 0.582, 0.619)
C (-2.231, 0.452, -0.082)
O (-0.848, -0.427, 1.604)
H (1.833, -1.537, -1.121)
H (2.950, -0.150, -0.976)
H (2.954, -1.436, 0.263)
H (0.039, -0.250, -1.185)
H (0.638, 1.374, -0.766)
H (-0.797, 1.573, 1.096)
H (-2.924, 0.015, 0.642)
H (-2.174, -0.234, -0.935)
H (-2.644, 1.404, -0.425)
H (0.068, -0.738, 1.639)

The HOMO-LUMO gap comes out at 10.939 eV. The calculation puts the molecular weight at 90.1 g/mol. For the LUMO energy, the calculation gives 0.99 eV. The structure (SMILES) is COC[C@@H](C)O. For the total energy, the calculation gives -8404.349 eV. As for the energy above the lowest of the compared OMol25 structures with the same formula, charge and spin: 115.6 kJ/mol.

These are the natural (NBO) partial charges, in e, on atoms 1 to 4: atom 1 (C): -0.242, atom 2 (O): -0.559, atom 3 (C): -0.080, atom 4 (C): 0.077


[6]
Computed, not measured: 2 unconnected molecules or ions with the total composition C4H10O2 at a distorted geometry, with the ωB97M-V functional and the def2-TZVPD basis.

Element x y z (Å)
O (-2.841, 0.215, -2.498)
C (-1.729, 0.150, -2.961)
C (-0.497, 0.001, -2.035)
C (-0.734, 0.786, -0.764)
C (0.519, 0.802, 0.139)
H (-1.578, 0.134, -4.048)
H (-0.123, -1.024, -2.062)
H (0.314, 0.514, -2.581)
H (-1.101, 1.801, -0.906)
H (-1.569, 0.306, -0.244)
H (0.492, 1.552, 0.926)
H (1.356, 1.016, -0.523)
H (0.661, -0.109, 0.714)
H (1.725, -2.093, 6.147)
H (2.747, -1.606, 5.210)
O (2.358, -2.443, 5.488)

The HOMO-LUMO gap comes out at 10.583 eV. The calculation puts the molecular weight at 90.1 g/mol. For the LUMO energy, the calculation gives 0.79 eV. The structure (SMILES) is CCCC=O.O. For the total energy, the calculation gives -8404.339 eV. As for the energy above the lowest of the compared OMol25 structures with the same formula, charge and spin: 116.5 kJ/mol.

These are the natural (NBO) partial charges, in e, on atoms 1 to 4: atom 1 (O): -0.522, atom 2 (C): 0.447, atom 3 (C): -0.510, atom 4 (C): -0.406


[7]
Computed, not measured: 2 unconnected molecules or ions with the total composition C4H10O2, with the ωB97M-V functional and the def2-TZVPD basis.

Element x y z (Å)
C (-1.936, 0.242, -2.053)
O (-1.370, -0.861, -1.394)
C (1.015, -0.065, 0.399)
C (0.050, -0.830, 1.257)
C (1.996, 0.620, 1.369)
O (-1.134, -0.602, 1.379)
H (-1.465, 1.199, -1.774)
H (-1.790, 0.101, -3.128)
H (-3.015, 0.327, -1.859)
H (0.476, 0.647, -0.233)
H (1.523, -0.772, -0.269)
H (0.528, -1.630, 1.865)
H (1.915, 0.190, 2.376)
H (1.759, 1.682, 1.459)
H (3.038, 0.518, 1.058)
H (-1.590, -0.766, -0.455)

The HOMO-LUMO gap comes out at 10.933 eV. The calculation puts the molecular weight at 90.1 g/mol. For the LUMO energy, the calculation gives 0.89 eV. The structure (SMILES) is CCC=O.CO. For the total energy, the calculation gives -8404.232 eV. As for the energy above the lowest of the compared OMol25 structures with the same formula, charge and spin: 126.9 kJ/mol.

These are the natural (NBO) partial charges, in e, on atoms 1 to 4: atom 1 (C): -0.245, atom 2 (O): -0.742, atom 3 (C): -0.519, atom 4 (C): 0.476


[8]
Computed, not measured: a single C4H10O2 molecule, with the ωB97M-V functional and the def2-TZVPD basis.

Element x y z (Å)
C (1.270, -0.528, -0.993)
C (0.282, 0.088, 0.011)
C (0.495, -0.300, 1.511)
O (0.482, 1.501, -0.030)
C (-1.125, -0.092, -0.598)
O (-2.063, 0.513, 0.278)
H (1.335, 0.149, -1.852)
H (2.274, -0.644, -0.580)
H (0.948, -1.508, -1.373)
H (-0.362, -0.767, 2.002)
H (1.381, -0.928, 1.654)
H (0.708, 0.624, 2.072)
H (-0.281, 1.819, 0.478)
H (-1.080, 0.464, -1.548)
H (-1.405, -1.128, -0.841)
H (-2.810, 0.827, -0.244)

The HOMO-LUMO gap comes out at 10.785 eV. The calculation puts the molecular weight at 90.1 g/mol. For the LUMO energy, the calculation gives 0.75 eV. The structure (SMILES) is CC(C)(O)CO. For the total energy, the calculation gives -8404.675 eV. As for the energy above the lowest of the compared OMol25 structures with the same formula, charge and spin: 84.1 kJ/mol.

These are the natural (NBO) partial charges, in e, on atoms 1 to 4: atom 1 (C): -0.625, atom 2 (C): 0.214, atom 3 (C): -0.643, atom 4 (O): -0.728


[9]
Computed, not measured: 2 unconnected molecules or ions with the total composition C4H10O2, with the ωB97M-V functional and the def2-TZVPD basis.

Element x y z (Å)
C (2.213, 0.153, -0.867)
O (1.324, 0.120, 0.217)
C (0.480, -0.994, 0.173)
C (-0.386, -1.005, 1.403)
C (-1.829, 1.676, -0.058)
O (-1.094, -2.116, 1.332)
H (2.832, -0.758, -0.910)
H (1.684, 0.255, -1.829)
H (2.866, 1.018, -0.727)
H (1.057, -1.937, 0.117)
H (-0.175, -0.973, -0.721)
H (-1.379, 1.160, 0.795)
H (-2.862, 1.948, 0.173)
H (-1.815, 1.020, -0.934)
H (-1.250, 2.577, -0.276)
H (-1.666, -2.145, 2.112)

The HOMO-LUMO gap comes out at 9.584 eV. The calculation puts the molecular weight at 90.1 g/mol. For the LUMO energy, the calculation gives 0.79 eV. For the total energy, the calculation gives -8401.796 eV. As for the energy above the lowest of the compared OMol25 structures with the same formula, charge and spin: 361.9 kJ/mol.

These are the natural (NBO) partial charges, in e, on atoms 1 to 4: atom 1 (C): -0.248, atom 2 (O): -0.525, atom 3 (C): -0.246, atom 4 (C): 0.273


[10]
Computed, not measured: a single C4H10O2 molecule at a distorted geometry, with the ωB97M-V functional and the def2-TZVPD basis.

Element x y z (Å)
C (-0.254, -0.050, 0.357)
C (0.795, -1.133, -0.701)
C (0.784, 0.937, 0.243)
C (-1.598, 0.183, -0.278)
O (0.094, 1.977, 1.422)
O (0.886, -2.385, -0.089)
H (-0.610, 2.513, 1.035)
H (1.557, -2.353, 0.602)
H (-0.292, -0.552, 1.322)
H (1.768, -0.828, -1.100)
H (0.152, -1.257, -1.571)
H (1.718, 0.724, 0.751)
H (0.813, 1.509, -0.684)
H (-2.265, 0.665, 0.435)
H (-1.515, 0.821, -1.158)
H (-2.032, -0.770, -0.585)

The HOMO-LUMO gap comes out at 9.568 eV. The calculation puts the molecular weight at 90.1 g/mol. For the LUMO energy, the calculation gives 0.83 eV. The structure (SMILES) is CC(CO)CO. For the total energy, the calculation gives -8402.222 eV. As for the energy above the lowest of the compared OMol25 structures with the same formula, charge and spin: 320.8 kJ/mol.

These are the natural (NBO) partial charges, in e, on atoms 1 to 4: atom 1 (C): -0.195, atom 2 (C): -0.084, atom 3 (C): -0.072, atom 4 (C): -0.632


[11]
Computed, not measured: 2 unconnected molecules or ions with the total composition C4H10O2, with the ωB97M-V functional and the def2-TZVPD basis.

Element x y z (Å)
C (-1.173, 0.670, -1.373)
C (-0.789, -0.537, -0.989)
C (1.973, 0.556, 1.133)
C (-1.328, -1.248, 0.207)
O (-0.693, 1.357, -2.446)
O (1.238, -0.128, 2.120)
H (-0.038, 0.817, -2.906)
H (0.608, 0.484, 2.517)
H (-1.926, 1.242, -0.851)
H (-0.026, -1.063, -1.552)
H (-0.534, -1.409, 0.936)
H (-2.123, -0.671, 0.673)
H (2.550, 1.383, 1.561)
H (2.662, -0.170, 0.704)
H (1.321, 0.942, 0.343)
H (-1.722, -2.224, -0.077)

The HOMO-LUMO gap comes out at 9.533 eV. The calculation puts the molecular weight at 90.1 g/mol. For the LUMO energy, the calculation gives 0.88 eV. The structure (SMILES) is C/C=C/O.CO. For the total energy, the calculation gives -8403.881 eV. As for the energy above the lowest of the compared OMol25 structures with the same formula, charge and spin: 160.7 kJ/mol.

These are the natural (NBO) partial charges, in e, on atoms 1 to 4: atom 1 (C): 0.135, atom 2 (C): -0.302, atom 3 (C): -0.250, atom 4 (C): -0.635


[12]
Computed, not measured: a single C4H10O2 molecule, with the ωB97M-V functional and the def2-TZVPD basis.

Element x y z (Å)
C (-1.254, -1.031, -0.370)
C (-0.180, -0.098, 0.165)
C (-0.628, 1.360, 0.123)
O (0.058, -0.499, 1.517)
C (1.128, -0.279, -0.615)
O (2.204, 0.371, 0.035)
H (-0.936, -2.073, -0.270)
H (-2.180, -0.900, 0.197)
H (-1.462, -0.830, -1.426)
H (-0.905, 1.656, -0.895)
H (-1.493, 1.511, 0.777)
H (0.186, 2.016, 0.452)
H (0.579, 0.208, 1.921)
H (1.333, -1.352, -0.735)
H (1.048, 0.161, -1.615)
H (2.500, -0.222, 0.737)

The HOMO-LUMO gap comes out at 10.897 eV. The calculation puts the molecular weight at 90.1 g/mol. For the LUMO energy, the calculation gives 0.82 eV. The structure (SMILES) is CC(C)(O)CO. For the total energy, the calculation gives -8405.093 eV. As for the energy above the lowest of the compared OMol25 structures with the same formula, charge and spin: 43.8 kJ/mol.

These are the natural (NBO) partial charges, in e, on atoms 1 to 4: atom 1 (C): -0.620, atom 2 (C): 0.209, atom 3 (C): -0.640, atom 4 (O): -0.728